(1)
17
Properties=species:S:1:pos:R:3 method="wB97M-V/def2-TZVPD" total_charge=-1 relative_energy_ev=0.693
C 0.193 -2.186 0.040
O -0.582 -1.029 0.029
H 1.185 -2.273 -0.456
H -0.466 -2.958 -0.386
H 0.448 -2.453 1.091
H 0.181 0.735 2.257
H 0.152 -0.766 2.220
O 0.327 -0.033 2.818
H -1.265 -0.325 -2.679
H -1.861 -0.536 -1.306
O -2.058 -0.108 -2.170
H 0.652 3.893 0.649
H 0.122 2.665 -0.199
O -0.152 3.389 0.397
H 0.368 0.230 -0.584
H 1.837 0.756 -0.808
O 0.919 1.001 -0.915

(2)
21
Properties=species:S:1:pos:R:3 method="wB97M-V/def2-TZVPD" total_charge=+1 relative_energy_ev=1.817
C -0.766 2.078 -0.655
C 1.182 -2.165 0.387
C 0.980 -0.690 -1.635
C -0.804 1.381 1.763
C 0.340 -1.217 -0.357
N -0.257 2.055 0.604
N -0.974 -1.129 -0.268
O -1.724 1.434 -0.954
H -0.466 2.895 -1.334
H 1.132 -3.233 -0.068
H 2.161 -1.868 0.179
H 0.853 -2.160 1.416
H 1.780 0.048 -1.456
H 1.468 -1.431 -2.150
H 0.253 -0.367 -2.299
H -0.417 1.737 2.739
H -1.924 1.458 1.766
H -0.668 0.351 1.775
H -1.384 -0.447 -0.872
H -1.379 -1.418 0.603
H 0.616 2.687 0.815